Formula: C4H9N2
Source: OMol25
Level of theory: wB97M-V/def2-TZVPD

## Properties
Strongest force on any atom = 4.33 eV Å⁻¹
Spin multiplicity = 1
Charge = +1
Lowest unoccupied orbital energy (spin up / spin down) = -7.0 / -7.0 eV
Highest occupied orbital energy (spin up / spin down) = -13.95 / -13.94 eV

XYZ file:
```
15
Properties=species:S:1:pos:R:3:forces:R:3:mulliken_charge:R:1
C 1.389 0.113 2.814 -0.99 -0.17 1.01 0.32
C -0.032 0.010 -0.998 0.92 0.08 1.71 0.72
C 0.556 -0.389 -2.262 2.91 -1.01 -1.61 -1.05
C -1.470 0.361 -0.975 -2.23 -1.50 1.73 -1.01
N 0.608 -0.086 0.127 0.63 -0.75 0.07 -0.46
N 0.533 0.105 3.772 4.07 0.74 -1.28 -0.12
H -0.158 -1.062 -2.738 0.46 -0.77 0.07 0.28
H 1.699 -0.736 -2.224 -2.76 0.12 0.23 0.30
H 0.634 0.343 -3.054 -0.33 1.03 0.24 0.32
H -1.852 1.223 -1.474 0.47 0.72 -0.84 0.34
H -1.704 0.568 0.122 -0.12 -0.64 -1.42 0.20
H -2.141 -0.525 -1.415 1.59 1.70 1.21 0.28
H 1.560 -0.545 0.083 -1.33 1.00 -0.47 0.25
H 0.771 0.500 4.689 0.26 -0.30 0.11 0.35
H -0.394 0.120 3.533 -3.55 -0.24 -0.76 0.29
```
Positions in Å, forces in eV/Å.

=====

Formula: C4H9N2
Source: OMol25
Level of theory: wB97M-V/def2-TZVPD

## Properties
Strongest force on any atom = 4.40 eV Å⁻¹
Spin multiplicity = 1
Charge = +1
Lowest unoccupied orbital energy = -3.8 eV
Highest occupied orbital energy = -14.59 eV

XYZ file:
```
15
Properties=species:S:1:pos:R:3:forces:R:3:mulliken_charge:R:1
C -1.677 1.093 0.717 1.55 1.66 2.82 -0.81
N -0.669 1.085 -0.378 0.57 3.73 -1.03 -0.17
C 0.093 -0.122 -0.595 2.18 -1.96 -0.66 -0.24
C 0.821 -0.877 0.389 -1.64 -0.15 3.52 -0.11
C 1.875 -1.464 -0.354 1.09 -3.96 -1.56 -0.36
N 1.837 -0.044 -0.265 -2.54 1.48 -0.91 -0.43
H -1.084 1.097 1.733 -1.54 0.39 -1.95 0.32
H -2.516 1.846 0.595 1.56 -0.56 0.16 0.34
H -2.069 0.158 0.600 -1.54 -2.48 0.18 0.41
H 0.008 1.936 -0.382 -1.08 -1.66 0.53 0.46
H -1.266 1.333 -1.188 0.80 -0.69 -0.17 0.41
H -0.284 -0.781 -1.388 0.41 0.93 -0.40 0.32
H 0.666 -1.216 1.436 -0.02 1.23 -0.57 0.36
H 2.618 -1.923 0.352 -0.41 0.54 -1.03 0.28
H 1.649 -2.120 -1.273 0.60 1.50 1.07 0.22
```
Positions in Å, forces in eV/Å.

=====

Formula: C4H9N2
Source: OMol25
Level of theory: wB97M-V/def2-TZVPD

## Properties
Strongest force on any atom = 6.09 eV Å⁻¹
Spin multiplicity = 1
Charge = +1
Lowest unoccupied orbital energy = -6.6 eV
Highest occupied orbital energy = -13.08 eV

XYZ file:
```
15
Properties=species:S:1:pos:R:3:forces:R:3:mulliken_charge:R:1
C -2.349 0.830 -0.210 -1.75 -0.39 -0.75 -0.16
C -1.205 0.554 -0.133 1.89 1.04 1.58 -0.11
C 0.911 0.307 -1.071 -0.96 3.35 -1.83 -1.01
C 0.133 -1.932 0.383 -0.60 2.20 2.11 -0.48
N 0.608 1.087 1.298 0.47 0.06 0.84 -0.61
N 0.101 0.546 0.189 -0.33 -4.47 -4.13 0.23
H -3.339 0.752 -0.522 -1.22 0.34 0.03 0.44
H 1.132 1.188 -1.806 -0.96 -0.57 1.87 0.33
H 1.836 -0.015 -0.860 3.38 -1.34 1.34 0.48
H 0.485 -0.405 -1.744 -0.91 -0.53 0.20 0.40
H -0.547 -2.359 -0.375 0.40 0.51 0.60 0.38
H 1.186 -2.115 0.425 0.57 -0.24 -0.77 0.31
H -0.144 -1.516 1.391 -0.53 -1.04 -1.29 0.27
H 1.298 1.765 1.048 0.31 0.74 0.44 0.26
H -0.104 1.313 1.986 0.24 0.33 -0.25 0.28
```
Positions in Å, forces in eV/Å.

=====

Formula: C4H9N2
Source: OMol25
Level of theory: wB97M-V/def2-TZVPD

## Properties
Strongest force on any atom = 5.13 eV Å⁻¹
Spin multiplicity = 1
Charge = +1
Lowest unoccupied orbital energy = -6.3 eV
Highest occupied orbital energy = -15.34 eV

XYZ file:
```
15
Properties=species:S:1:pos:R:3:forces:R:3:mulliken_charge:R:1
C 0.017 1.227 -0.847 1.32 2.36 -1.09 -1.31
C 1.268 0.670 -0.169 -0.21 -1.85 -1.04 -0.27
C 0.786 -0.300 0.902 -0.93 -0.28 1.49 -0.62
C -0.036 -1.500 0.438 -4.20 2.86 -0.71 0.02
N -1.361 -1.330 0.278 3.10 -0.17 0.96 0.44
N -2.361 -0.827 -0.110 2.47 -0.17 -2.27 -0.39
H 0.390 1.979 -1.580 -0.49 -0.36 0.34 0.31
H -0.727 1.749 -0.264 0.20 0.32 0.89 0.39
H -0.584 0.563 -1.423 0.11 -1.15 -0.51 0.42
H 1.809 0.087 -0.928 0.20 0.41 0.05 0.31
H 2.002 1.325 0.330 -0.74 0.19 -0.42 0.33
H 0.116 0.427 1.419 0.45 -1.23 0.74 0.33
H 1.576 -0.763 1.514 -0.24 0.64 0.05 0.33
H 0.386 -2.435 0.190 0.07 -1.07 -0.31 0.40
H -3.282 -0.874 0.250 -1.10 -0.51 1.83 0.31
```
Positions in Å, forces in eV/Å.

=====

Formula: C4H9N2
Source: OMol25
Level of theory: wB97M-V/def2-TZVPD

## Properties
Strongest force on any atom = 0.90 eV Å⁻¹
Spin multiplicity = 1
Charge = +1
Lowest unoccupied orbital energy = -3.8 eV
Highest occupied orbital energy = -14.40 eV

XYZ file:
```
15
Properties=species:S:1:pos:R:3:forces:R:3:mulliken_charge:R:1
C 0.341 2.419 -0.214 0.41 0.38 -0.47 -0.25
N 0.129 1.192 -0.087 -0.21 0.53 0.69 -0.21
C 0.592 0.112 -0.907 0.14 0.09 -0.39 -0.95
C -0.224 -0.792 -0.048 -0.45 -0.68 -0.12 1.11
C 0.318 -1.280 1.234 0.15 -0.14 0.29 -1.25
N -1.447 -1.082 -0.373 0.25 -0.14 -0.11 -0.30
H -0.102 3.095 0.502 -0.08 0.13 0.14 0.27
H 0.956 2.851 -1.006 -0.01 -0.04 -0.07 0.25
H 1.669 -0.060 -0.850 -0.10 -0.10 0.09 0.34
H 0.290 0.169 -1.956 -0.09 -0.04 0.06 0.37
H 1.182 -0.702 1.551 -0.05 0.07 -0.03 0.34
H 0.642 -2.316 1.106 -0.01 -0.04 -0.09 0.38
H -0.437 -1.260 2.018 0.00 -0.01 0.02 0.39
H -1.849 -0.812 -1.262 0.06 0.01 0.05 0.25
H -2.061 -1.534 0.292 0.00 -0.02 -0.05 0.25
```
Positions in Å, forces in eV/Å.

=====

Formula: C4H9N2
Source: OMol25
Level of theory: wB97M-V/def2-TZVPD

## Properties
Strongest force on any atom = 5.90 eV Å⁻¹
Spin multiplicity = 1
Charge = +1
Lowest unoccupied orbital energy (spin up / spin down) = -3.9 / -3.9 eV
Highest occupied orbital energy (spin up / spin down) = -14.10 / -14.10 eV

XYZ file:
```
15
Properties=species:S:1:pos:R:3:forces:R:3:mulliken_charge:R:1
C -2.850 0.077 0.048 -2.13 -0.43 0.73 -0.49
C -1.932 -0.790 -0.093 4.70 1.21 0.30 -0.18
C 0.088 0.289 0.099 -4.63 -2.99 -2.11 0.46
C 2.480 -0.502 -0.070 -0.14 -0.60 -2.63 -1.00
N 0.983 -0.587 -0.232 3.01 2.04 1.16 -0.18
N -0.067 1.572 0.123 1.74 -0.52 0.65 -0.24
H -3.951 -0.115 0.160 1.20 0.27 -0.44 0.30
H -2.437 1.025 0.303 -0.63 1.05 0.10 0.13
H -1.353 -1.678 -0.187 -0.94 -0.79 -0.23 0.42
H 2.730 -0.535 0.942 0.44 1.31 1.71 0.40
H 2.926 -1.471 -0.334 -0.60 0.06 -0.60 0.36
H 2.938 0.212 -0.803 -0.42 -0.20 1.32 0.33
H 0.743 -1.524 -0.305 -1.18 -1.76 -0.01 0.24
H -1.036 1.850 0.062 0.33 0.89 0.30 0.19
H 0.739 2.177 0.286 -0.75 0.47 -0.25 0.26
```
Positions in Å, forces in eV/Å.

=====

We obtain energy values of -7262.19185; -7262.92181; -7259.78996; -7263.48046; -7266.43743; -7263.13762 eV for the records listed above, in that order.
We obtain relative energy (zero: lowest compared OMol25 entry of this formula, charge and spin) values of 574.1; 503.6; 805.8; 449.7; 164.4; 482.8 kJ/mol for the records listed above, in that order.